(1)
153
Properties=species:S:1:pos:R:3 method="wB97M-V/def2-TZVPD" homo_ev=-8.115 orbital_gap_ev=8.62 smiles=COC[C@H](C)N.COC[C@H](C)N.COC[C@H](C)N.COC[C@H](C)N.COC[C@H](C)N.COC[C@H](C)N.COC[C@H](C)N.COC[C@H](C)N.COC[C@H](C)N total_charge=0
C 4.56056 -4.45538 -7.55735
O 4.50055 -3.54375 -6.46645
C 5.04221 -3.96362 -5.19234
C 5.06513 -2.84557 -4.10684
C 5.74153 -1.63061 -4.59070
N 5.76702 -3.36734 -2.94812
H 3.85785 -5.28862 -7.55748
H 5.55840 -4.84689 -7.75520
H 4.24587 -3.96885 -8.48058
H 4.44542 -4.84637 -4.96281
H 6.04069 -4.39722 -5.24831
H 4.00686 -2.71747 -3.87935
H 5.07465 -1.16361 -5.31547
H 6.67472 -1.94364 -5.05897
H 5.90156 -0.96242 -3.74452
H 5.77945 -2.57926 -2.31657
H 5.28021 -4.16509 -2.56509
C -5.89695 6.38415 4.16195
O -6.12580 5.52649 3.05648
C -4.89273 5.03974 2.39711
C -3.91392 6.07666 1.78900
C -4.58479 7.09771 0.95167
N -2.90842 5.42098 1.04673
H -6.82949 6.36596 4.72597
H -5.63980 7.38945 3.82825
H -5.12564 6.17594 4.90345
H -4.36069 4.42650 3.12441
H -5.32489 4.40450 1.62393
H -3.54406 6.65875 2.63309
H -3.88137 7.71472 0.39256
H -5.23952 7.78755 1.48415
H -5.13372 6.63888 0.12931
H -3.19233 5.43158 0.07750
H -2.81335 4.43301 1.23370
C -4.59253 1.13215 -6.13812
O -3.49233 0.40856 -5.63698
C -3.67371 -0.36824 -4.43839
C -2.25777 -0.98679 -4.16423
C -2.30646 -1.52262 -2.70295
N -1.18714 -0.01611 -4.02365
H -5.53072 0.62029 -6.35244
H -4.31811 1.63483 -7.06553
H -4.98786 1.91091 -5.48593
H -3.89765 0.36222 -3.66097
H -4.46639 -1.10785 -4.55121
H -2.03758 -1.89906 -4.71864
H -3.09108 -2.27865 -2.67320
H -2.75470 -0.78986 -2.03195
H -1.45128 -2.04010 -2.26822
H -0.23215 -0.34469 -4.03526
H -1.14183 0.46406 -4.91106
C 2.77021 -5.41209 4.63687
O 2.26779 -4.14881 4.98134
C 2.45527 -3.24992 3.93008
C 1.68512 -1.95628 4.14195
C 0.20875 -2.17302 4.11385
N 2.14899 -0.90936 3.21958
H 2.37502 -5.64946 3.64916
H 2.43697 -6.18504 5.32940
H 3.85761 -5.39905 4.71100
H 3.52044 -3.02874 3.99791
H 2.28404 -3.66809 2.93816
H 1.98503 -1.77096 5.17336
H -0.17102 -2.89961 4.83215
H -0.06090 -2.52372 3.11765
H -0.33914 -1.26389 4.36159
H 3.12607 -1.13833 3.10556
H 2.20038 -0.06399 3.76986
C 1.59143 -8.59899 -0.93419
O 2.64132 -7.66008 -0.96226
C 3.20146 -7.29233 0.24815
C 4.14285 -6.03720 0.20723
C 3.50693 -4.73234 -0.32587
N 5.27691 -6.36666 -0.64275
H 0.99698 -8.50988 -0.02491
H 2.12343 -9.54877 -0.98875
H 0.90366 -8.47290 -1.77036
H 2.38721 -6.97517 0.89971
H 3.67227 -8.15058 0.72758
H 4.54567 -5.88004 1.20780
H 2.66064 -4.36324 0.25349
H 3.09715 -4.82074 -1.33203
H 4.33381 -4.02704 -0.40916
H 5.78613 -7.14971 -0.25852
H 4.80684 -6.73304 -1.45817
C 3.77429 4.57029 0.51265
O 3.55342 4.38844 1.94096
C 3.48349 3.03075 2.50240
C 3.23957 3.01627 4.04977
C 4.36717 3.72605 4.81673
N 3.17409 1.63017 4.52369
H 3.76733 5.63116 0.26243
H 3.08495 4.06722 -0.16546
H 4.76040 4.25863 0.16834
H 2.54459 2.58112 2.17930
H 4.33950 2.47052 2.12626
H 2.32347 3.60375 4.11105
H 4.16261 4.08814 5.82427
H 4.71467 4.60716 4.27728
H 5.33554 3.22758 4.86009
H 4.06074 1.16445 4.39309
H 2.83893 1.63136 5.47646
C -3.33360 4.54304 -5.77093
O -3.04254 4.74917 -4.41647
C -3.63741 3.74749 -3.60562
C -3.26030 4.04761 -2.12998
C -3.58496 2.89218 -1.26072
N -4.08954 5.12050 -1.52166
H -4.34173 4.86086 -6.03696
H -3.17460 3.52333 -6.12165
H -2.73327 5.23910 -6.35678
H -4.69772 3.64828 -3.83798
H -3.26536 2.74904 -3.83532
H -2.25354 4.46502 -2.14756
H -4.61434 2.54639 -1.35515
H -3.58753 3.05592 -0.18310
H -2.99997 2.05448 -1.64038
H -5.09322 5.15627 -1.62864
H -3.84978 6.00212 -1.95219
C 2.28671 -1.44402 -0.88895
O 0.99247 -0.99184 -0.82760
C 0.67208 0.01651 0.20648
C 0.38744 1.42294 -0.38064
C -0.22191 2.47558 0.53613
N -0.40733 1.30582 -1.50772
H 2.60238 -2.07223 -1.72189
H 2.38136 -2.09151 -0.01723
H 2.88844 -0.55020 -1.05359
H -0.24140 -0.27942 0.72230
H 1.41267 0.19744 0.98551
H 1.30909 1.81832 -0.80764
H -1.21864 2.31826 0.94831
H -0.39013 3.50540 0.22104
H 0.35375 2.74169 1.42265
H -0.28980 2.08247 -2.14261
H -0.25749 0.45081 -2.02406
C -4.70580 -2.22575 5.98504
O -4.12033 -1.05352 5.43146
C -3.54727 -1.14302 4.14468
C -3.32886 0.23228 3.41825
C -2.99434 0.12903 1.95344
N -2.26062 0.84544 4.14983
H -5.00517 -1.74929 6.91856
H -3.99683 -3.03813 6.14471
H -5.60333 -2.52615 5.44439
H -2.56729 -1.62017 4.13643
H -4.11707 -1.74806 3.43946
H -4.28370 0.72729 3.59529
H -2.07587 -0.45248 1.87376
H -2.88677 1.13182 1.53996
H -3.78196 -0.43004 1.44828
H -1.46041 0.22945 4.16771
H -2.63066 0.98459 5.07924



(2)
50
Properties=species:S:1:pos:R:3 method="wB97M-V/def2-TZVPD" homo_ev=-10.990 orbital_gap_ev=8.71 total_charge=+1
Au 1.78961 -0.91339 -1.06330
C -2.21908 0.34931 -4.73061
C -1.84342 -0.83510 -3.93821
N -2.54267 -1.90666 -3.77686
N -1.82100 -2.72186 -2.98459
C -0.64768 -2.16955 -2.63183
S 0.53735 -2.86150 -1.69150
N -0.65048 -0.94279 -3.24140
N 0.39030 -0.04155 -3.13732
H -3.19025 0.17472 -5.18332
H -1.48928 0.54006 -5.51617
H -2.27309 1.23316 -4.09686
H -2.15453 -3.64543 -2.75156
H 0.95034 -0.00774 -3.98924
H 0.05041 0.88946 -2.90813
N 1.60231 0.78023 1.56350
P 0.30272 0.75129 0.44052
C -0.83615 1.87284 1.35815
C -1.37545 2.98782 0.72680
C -2.30632 3.77420 1.38538
C -2.69594 3.45119 2.67377
C -2.15062 2.34754 3.31205
C -1.22659 1.55660 2.65769
C -0.52880 -0.82257 0.88872
C -1.81122 -1.05388 0.40106
C -2.41510 -2.28154 0.60364
C -1.74175 -3.27801 1.29323
C -0.46770 -3.04867 1.78448
C 0.14306 -1.82728 1.57367
C 2.92544 0.59379 1.29348
C 3.89006 0.87840 2.27666
C 5.22104 0.69482 1.98706
C 5.58065 0.23819 0.71886
C 4.58319 -0.05059 -0.17944
N 3.28357 0.10198 0.09986
H 1.40145 1.17584 2.47851
H -1.06458 3.24074 -0.27829
H -2.73228 4.63608 0.89379
H -3.43382 4.05309 3.18001
H -2.45585 2.09917 4.31735
H -0.81969 0.68038 3.14709
H -2.32985 -0.27119 -0.14155
H -3.40739 -2.46480 0.21630
H -2.21299 -4.23494 1.45118
H 0.06151 -3.82705 2.31235
H 1.15168 -1.65886 1.92480
H 3.57935 1.21575 3.25467
H 5.97621 0.89615 2.73172
H 6.61336 0.08539 0.45680
H 4.80993 -0.43322 -1.16297



(3)
11
Properties=species:S:1:pos:R:3 method="wB97M-V/def2-TZVPD" homo_ev=-9.733 orbital_gap_ev=10.44 smiles="O=C1NCCO1" total_charge=0
O 2.60666 0.13830 -0.03197
C 1.41335 0.18379 -0.11400
N 0.52204 -0.71658 0.42961
C -0.84557 -0.59113 0.12337
C -0.58797 1.18829 -0.40521
O 0.72750 1.15476 -0.81335
H 0.91483 -1.58825 0.72386
H -1.21294 -1.37990 -0.58463
H -1.54301 -0.54345 0.96212
H -0.68190 1.63028 0.58149
H -1.31300 0.52390 -0.87128



(4)
33
Properties=species:S:1:pos:R:3 method="wB97M-V/def2-TZVPD" homo_ev=-8.301 orbital_gap_ev=9.15 smiles=COc1ccc(CN[Si](C)(C)C)cc1 total_charge=0
C -5.01919 1.29578 0.15568
O -4.37024 0.61062 1.20048
C -2.98528 0.43790 1.09502
C -2.25475 0.93950 0.01878
C -0.87825 0.88367 0.01430
C -0.16183 0.35741 1.09288
C 1.36151 0.55018 1.31205
N 2.12280 -0.59098 0.90116
Si 2.40607 -0.78720 -0.85563
C 0.88652 -1.56391 -1.62584
C 2.62163 0.93977 -1.52755
C 3.94496 -1.81940 -1.05506
C -0.89136 -0.29808 2.07622
C -2.28131 -0.20481 2.09602
H -4.64915 2.30856 0.05001
H -6.06979 1.35320 0.41180
H -4.93376 0.75177 -0.77683
H -2.82273 1.38817 -0.76304
H -0.36360 1.46062 -0.72440
H 1.52278 0.76901 2.38935
H 1.68064 1.42900 0.76950
H 1.74553 -1.44359 1.30323
H 0.62589 -1.26181 -2.64638
H 1.15383 -2.62388 -1.61518
H -0.01898 -1.39095 -1.03099
H 1.72605 1.57113 -1.57611
H 3.12266 0.96899 -2.49800
H 3.28120 1.37861 -0.78509
H 3.73219 -2.80725 -0.71341
H 4.72367 -1.35881 -0.44865
H 4.29155 -1.90948 -2.08235
H -0.41131 -0.72002 2.94480
H -2.83795 -0.61371 2.89320



(5)
47
Properties=species:S:1:pos:R:3 method="wB97M-V/def2-TZVPD" homo_ev=-8.057 orbital_gap_ev=8.55 smiles="C=C1C[C@@H](c2ccc(N=C(N)N)cc2)[C@H](NC(=O)c2ccccc2)C(=O)O1" total_charge=0
C -0.84979 -4.57450 -0.64546
C -0.94497 -3.36645 0.03335
C 0.27833 -2.81707 0.76253
C 0.22534 -1.27787 0.73869
C 0.70623 -0.81067 -0.65754
C 2.04966 -0.60403 -0.82079
C 2.55400 -0.17771 -2.07005
C 1.61067 0.02889 -3.15513
N 2.03168 0.55833 -4.42194
C 2.77739 -0.20856 -5.19551
N 3.13785 -1.49753 -5.10802
N 3.29367 0.39852 -6.22720
C 0.17163 -0.05146 -2.80921
C -0.30275 -0.47705 -1.55332
C -1.13669 -0.76033 1.14605
N -0.93267 -0.55425 2.59381
C -1.53725 0.52966 3.26884
O -2.23935 1.34732 2.66723
C -1.65748 0.61959 4.76850
C -1.41026 1.88643 5.41874
C -1.22577 1.90892 6.81312
C -1.34590 0.75771 7.61316
C -1.66228 -0.38249 6.97416
C -1.98091 -0.38523 5.57288
C -2.36641 -1.68030 0.80667
O -3.51374 -1.26873 1.07911
O -2.21189 -2.89522 0.32135
H -1.77255 -5.19508 -1.00704
H 0.09581 -4.98122 -0.92708
H 0.24103 -3.03152 1.80968
H 1.29055 -3.06807 0.42584
H 0.98917 -1.21279 1.48362
H 2.79329 -0.77499 -0.04069
H 3.65747 0.01789 -2.24283
H 3.58622 -1.82417 -5.89584
H 3.31722 -1.70671 -4.14554
H 2.77469 1.26280 -6.31070
H 3.44973 -0.08582 -7.03996
H -0.50898 0.01559 -3.63786
H -1.38058 -0.77559 -1.49529
H -1.26125 0.23170 0.68513
H -0.85923 -1.33313 3.15465
H -1.29878 2.81336 4.87000
H -0.94832 2.89162 7.11040
H -1.23043 0.79385 8.71545
H -1.65441 -1.33526 7.37159
H -2.26087 -1.29917 5.07382



(6)
76
Properties=species:S:1:pos:R:3 method="wB97M-V/def2-TZVPD" homo_ev=-11.055 orbital_gap_ev=5.40 total_charge=+1
C -0.17914 3.76774 -4.63407
C 0.31654 2.48805 -3.67786
O -0.69052 2.22039 -2.64198
C -0.92395 0.78528 -2.43151
C -0.41377 0.24363 -0.93343
O -1.18618 -0.97867 -0.66217
C -1.23011 -1.26957 0.80760
C 0.13086 -2.13887 1.13481
C 0.26406 -3.71641 0.70849
C 1.66531 -4.49985 1.02352
N 2.89982 -3.86745 1.70167
O 3.95528 -4.67997 1.82179
N 4.94926 -4.17537 2.55676
O 4.84632 -4.43192 3.74517
C 2.77893 -2.42985 2.14181
C 1.42806 -1.47116 1.90643
O 1.43419 -0.05511 2.39555
H 0.69315 4.56762 -4.77241
H -0.46246 3.41044 -5.73695
H -1.07765 4.35932 -4.15134
H 1.33558 2.84388 -3.20073
H 0.51942 1.60871 -4.42166
H -2.10932 0.64598 -2.40020
H -0.54584 0.08417 -3.28854
H -0.65435 1.07942 -0.15095
H 0.74516 0.09548 -1.00331
H -1.27448 -0.27547 1.43975
H -2.21919 -1.92204 0.94992
H -0.63675 -4.25508 0.18951
H 1.71981 -5.64635 0.69691
H 3.67662 -1.88871 2.66068
H 1.54749 -0.15370 3.40443
C 3.18270 -6.66656 6.28474
C 2.20171 -6.23369 5.19847
O 0.99257 -6.93152 5.48797
S 0.86669 -7.12612 7.10250
O 0.01600 -6.07674 7.61849
O 0.64435 -8.52651 7.37798
O 2.41011 -6.76137 7.48028
H 3.59864 -7.65593 6.06865
H 3.99838 -5.95010 6.41368
H 2.55722 -6.47826 4.19469
H 1.99481 -5.16000 5.25944
C -1.07200 5.32782 -8.55864
C -1.32559 6.80447 -8.85005
O -2.15625 7.25800 -7.78370
S -1.78133 6.42833 -6.43036
O -0.87125 7.23268 -5.64557
O -2.99528 5.86077 -5.89130
O -0.92370 5.23873 -7.14257
H -1.93125 4.71531 -8.85032
H -0.17438 4.95630 -9.06016
H -1.81583 6.96061 -9.81392
H -0.39317 7.37803 -8.81914
C 1.35831 7.02521 -0.16170
C -0.00932 6.35152 -0.23546
O 0.02515 5.56627 -1.42499
S 1.55020 5.04217 -1.66987
O 1.65309 3.69567 -1.15269
O 1.94746 5.40276 -3.01097
O 2.29009 6.04755 -0.62122
H 1.40974 7.88740 -0.83440
H 1.60812 7.34211 0.85439
H -0.82802 7.07404 -0.27395
H -0.16132 5.67448 0.61180
C -3.85794 -4.49046 4.61414
C -2.84561 -3.35562 4.48354
O -2.58592 -3.24618 3.08591
S -3.93592 -3.64746 2.26316
O -4.62890 -2.42808 1.91098
O -3.59659 -4.66691 1.29776
O -4.73595 -4.34826 3.49876
H -3.36768 -5.46648 4.53942
H -4.41947 -4.43700 5.55068
H -1.92251 -3.55564 5.03277
H -3.27230 -2.40590 4.82309



(7)
57
Properties=species:S:1:pos:R:3 method="wB97M-V/def2-TZVPD" homo_ev="-6.184 / -5.989" orbital_gap_ev="8.66 / 7.86" s_squared=0.756 total_charge=-1 multiplicity=2
Ru 0.32851 0.67966 0.51584
O 0.12322 -2.58488 -0.17566
C -1.22778 -2.74078 0.21684
C -2.13885 -1.80815 -0.56277
N -1.90918 -0.37168 -0.36424
C -2.00133 0.33605 -1.63257
C -0.73174 0.04230 -2.46118
O -0.81010 -0.00717 -3.67636
O 0.34819 -0.12408 -1.75145
C -2.67668 0.15301 0.74980
C -1.93792 -0.06457 2.06708
O -2.53071 -0.27919 3.09755
O -0.61402 -0.00397 2.03076
H 0.13112 -1.97258 -0.93141
H -1.31648 -2.58528 1.29606
H -1.54548 -3.76686 0.00171
H -3.18669 -2.03622 -0.32526
H -1.98715 -2.02751 -1.62165
H -2.04439 1.40696 -1.44661
H -2.87654 0.04923 -2.22728
H -3.66567 -0.30768 0.84057
H -2.80209 1.22868 0.64486
O 5.90538 0.84805 2.03134
C 5.75784 -0.00540 1.02867
O 6.69071 -0.57135 0.51154
C 4.36585 -0.26492 0.57310
C 4.03226 -1.09797 -0.47856
N 2.69457 -1.10502 -0.59288
N 2.14732 -0.29932 0.31913
C 3.12895 0.22959 1.02349
C 2.70635 1.31680 1.95042
O 3.53668 1.86142 2.67833
O 1.45789 1.61799 1.88835
H 5.02820 1.22669 2.33750
H 4.67313 -1.66876 -1.12824
H 2.09265 -1.39710 -1.35536
C -4.34103 5.75162 0.19078
C -3.67552 5.25563 1.44391
C -4.35451 5.19515 2.64913
C -3.72162 4.72731 3.79090
Cl -4.60816 4.66381 5.29380
C -2.41048 4.30542 3.74564
C -1.71228 4.36127 2.54533
C -2.34077 4.83807 1.40532
O -1.74702 4.95251 0.17955
C -0.37797 4.64663 0.03822
C -0.07857 3.16454 -0.09483
O -0.92964 2.36256 0.42514
O 0.95569 2.77636 -0.64781
H -5.37478 6.03060 0.39084
H -4.32785 4.98565 -0.58657
H -3.81308 6.61750 -0.21278
H -5.38776 5.51476 2.70109
H -1.93003 3.91182 4.63066
H -0.70098 3.98148 2.51825
H 0.20429 5.01388 0.89085
H -0.02985 5.15964 -0.85520